Below is C8H10FeO8P as an isolated structure, with properties calculated with ωB97M-V/def2-TZVPD.

Summary:
<S²>: 8.8105
Frontier orbital gap (spin up / spin down), eV: 4.6 / 6.2
HOMO energy (spin up / spin down), Ha: -0.4829 / -0.7068

Structure (ORCA input):
```
! wB97M-V def2-TZVPD RIJCOSX def2/J DEFGRID3
* xyz 2 6
H -3.399 -0.817 0.329
O -0.536 0.033 -2.858
O -2.602 0.759 -0.836
H -3.046 -1.229 -1.381
C 1.033 1.467 -0.162
C -0.394 0.064 -1.724
C -1.874 1.619 3.055
H -2.203 0.561 3.035
C -3.416 -0.428 -0.707
H -4.471 -0.258 -1.011
C -0.588 -1.693 0.108
P -1.928 2.025 0.262
H 2.293 -1.334 0.495
O -3.337 2.645 0.673
Fe 0.261 -0.128 -0.051
O 1.699 2.396 -0.310
H -2.706 2.303 3.303
O 0.713 -0.119 2.830
O -1.087 -2.746 0.182
H -4.279 0.920 1.587
H -1.157 1.715 3.889
O -1.206 1.937 1.822
H -5.172 1.823 0.286
C 1.881 -1.101 -0.577
C 0.442 -0.078 1.711
C -4.482 1.918 1.136
O 2.351 -1.349 -1.656
H -4.911 2.587 1.895
*
```

=====

Below is C8H10MnO6P as an isolated structure, with properties calculated with ωB97M-V/def2-TZVPD.

Summary:
<S²>: 6.0462
Frontier orbital gap (spin up / spin down), eV: 5.3 / 6.5
HOMO energy (spin up / spin down), Ha: -0.5797 / -0.6391

Structure (ORCA input):
```
! wB97M-V def2-TZVPD RIJCOSX def2/J DEFGRID3
* xyz 2 5
O -3.084 -0.307 -0.019
C -1.008 -0.523 3.997
O -0.485 -3.881 -0.205
H -0.330 -3.655 4.451
C 1.800 -0.658 3.302
H -0.733 0.521 3.795
Mn -0.187 -0.876 -0.490
H -1.955 -0.750 3.493
H 1.563 0.398 3.127
C 1.386 -0.838 -1.408
P 0.276 -1.624 3.356
O 2.425 -0.728 -1.925
H 0.533 -2.550 5.570
C 0.103 0.761 0.189
O 0.276 1.791 0.711
C 0.687 3.193 -3.265
O -0.095 -2.181 1.995
H 0.370 1.765 -2.286
O 0.910 4.169 -3.835
C -1.974 -0.547 -0.276
H 2.431 -1.029 2.486
H 2.336 -0.756 4.254
C -0.344 -2.729 -0.212
H -1.116 -0.670 5.080
H 1.442 -3.468 4.330
C 0.502 -2.949 4.549
*
```

=====

Below is one molecule with the formula C8H10N2, with properties calculated with ωB97M-V/def2-TZVPD.

Summary:
Frontier orbital gap, eV: 7.7
SMILES: C=C=C1NC=CN1CC=C
HOMO energy, Ha: -0.2482

Structure (ORCA input):
```
! wB97M-V def2-TZVPD RIJCOSX def2/J DEFGRID3
* xyz 0 1
H -2.696 2.201 -1.483
H -2.986 0.453 -0.975
H 3.220 0.093 -0.156
C 2.309 -0.207 1.716
N 2.397 -0.244 0.277
H 3.216 -0.128 2.363
C 1.013 -0.193 2.095
C 1.138 -0.371 -0.186
C -2.360 1.331 -0.865
H 0.494 -0.293 3.071
C 0.772 -0.280 -1.496
H 0.059 -0.939 -3.412
H -0.914 2.120 0.265
C -1.154 -0.105 0.714
H -0.214 -2.182 -2.087
C -1.412 1.169 0.039
H -1.732 -0.095 1.658
H -1.626 -0.782 -0.053
C 0.202 -1.134 -2.351
N 0.272 -0.416 0.866
*
```

=====

Below is a 2-piece molecular cluster, C8H10N2O2 overall, with properties calculated with ωB97M-V/def2-TZVPD.

Summary:
Frontier orbital gap, eV: 8.8
SMILES: C=C(c1ccccc1)[N+](=O)[O-].N
HOMO energy, Ha: -0.3461

Structure (ORCA input):
```
! wB97M-V def2-TZVPD RIJCOSX def2/J DEFGRID3
* xyz 0 1
O -0.009 0.002 2.791
N 0.886 -0.807 2.743
H -0.290 1.631 -0.044
C 2.254 -2.000 1.314
C 1.080 -1.403 1.427
C -1.251 -1.078 0.604
C -1.530 -0.379 -1.656
C 0.662 -0.821 -0.891
H 0.267 0.224 -2.651
O 1.558 -1.269 3.669
H -1.774 -1.125 1.566
H 2.497 -2.456 0.410
H 1.709 -0.691 -1.045
H -0.849 1.237 1.395
C -2.108 -0.874 -0.481
C -0.166 -0.241 -1.832
H -3.179 -0.790 -0.371
N -0.857 1.972 0.674
H 2.926 -2.094 2.113
C 0.139 -1.092 0.355
H -2.143 0.105 -2.330
H -1.845 1.971 0.383
*
```

=====

Below is one molecule with the formula C8H10N2O2, with properties calculated with ωB97M-V/def2-TZVPD.

Summary:
Frontier orbital gap, eV: 9.4
SMILES: C=CC[C@@]12CN[C@@H](NC1=O)C2=O
HOMO energy, Ha: -0.3173

Structure (ORCA input):
```
! wB97M-V def2-TZVPD RIJCOSX def2/J DEFGRID3
* xyz 0 1
H 4.213 -0.252 -0.260
C -0.236 0.342 -0.003
H -0.937 -2.499 -0.852
H 0.699 2.178 -0.305
O -1.131 1.108 -2.252
N -1.178 -1.848 -0.124
H -3.571 0.028 0.509
H -2.844 -1.197 -1.325
C 1.041 1.187 0.065
H 2.669 0.740 -1.506
C 3.275 -0.010 0.188
H 3.094 -0.001 1.236
H 0.827 -1.579 0.550
N -2.539 -0.010 0.341
C -0.201 -1.096 0.643
C -1.107 0.408 -1.309
H -0.288 -1.142 1.764
C 2.351 0.603 -0.482
O -1.615 1.641 1.768
C -2.050 -0.855 -0.705
C -1.517 0.798 0.866
H 1.045 1.454 1.195
*
```

=====

Below is an isolated ion of composition C8H10N3O2 and charge +1, with properties calculated with ωB97M-V/def2-TZVPD.

Summary:
Frontier orbital gap (spin up / spin down), eV: 5.8 / 5.8
SMILES: CC(=O)/[N+](=N\ON)c1ccccc1
HOMO energy (spin up / spin down), Ha: -0.4683 / -0.4682

Structure (ORCA input):
```
! wB97M-V def2-TZVPD RIJCOSX def2/J DEFGRID3
* xyz 1 1
H -1.672 1.487 -3.085
N 0.575 -0.428 0.437
H -1.003 -0.077 2.737
H -1.082 -1.746 2.861
O 2.511 -1.893 -0.087
H 0.049 1.987 1.497
C -1.375 1.424 -2.099
H -2.011 3.350 -1.877
C 0.243 -1.207 1.535
N 3.257 -2.780 -0.741
C -1.582 2.558 -1.380
C -0.421 1.772 0.564
C -1.124 2.733 -0.103
H -0.389 -0.347 -2.210
H -1.142 3.610 0.424
N 1.554 -1.241 -0.740
C -0.652 0.433 -1.496
H 3.645 -3.249 0.050
H -1.823 -0.750 1.399
O 0.972 -2.128 1.794
H 2.793 -3.118 -1.574
C -0.251 0.534 -0.129
C -1.071 -0.926 2.224
*
```

=====

The records above give, respectively, energy values of -68486.457; -61329.684; -11434.017; -15529.139; -15530.588; -17008.413 eV.
The records above give, respectively, maximum force values of 0.14437; 0.17658; 0.07900; 0.05464; 0.09897; 0.10523 hartree/bohr.